1.
The following is a DFT calculation (the ωB97M-V functional and the def2-TZVPD basis) of a 10-piece molecular cluster, C45H91Cl3NO19S9 overall.

The geometry in XYZ format:
```
168
C45H91Cl3NO19S9 | the OMol25 dataset | the ωB97M-V functional and the def2-TZVPD basis
C 6.943 0.134 2.481
O 7.273 0.191 1.095
C 6.245 0.723 0.282
C 5.814 -0.302 -0.807
C 5.473 -1.696 -0.196
C 4.448 -2.517 -1.021
C 2.985 -2.014 -0.951
N 2.495 -1.750 0.440
Cl 2.009 -3.267 1.157
C 1.292 -0.807 0.485
Cl -0.045 -1.532 -0.450
C 1.683 0.618 0.049
C 0.438 1.517 -0.122
Cl 2.771 1.343 1.323
H 7.522 0.852 3.092
H 7.258 -0.868 2.844
H 5.863 0.218 2.697
H 6.667 1.597 -0.255
H 5.369 1.102 0.837
H 6.719 -0.444 -1.431
H 5.044 0.109 -1.484
H 5.192 -1.568 0.874
H 6.407 -2.285 -0.176
H 4.512 -3.603 -0.812
H 4.745 -2.417 -2.084
H 2.870 -1.159 -1.633
H 2.346 -2.817 -1.356
H 3.199 -1.327 1.063
H 1.013 -0.747 1.553
H 2.261 0.662 -0.886
H -0.238 1.113 -0.903
H -0.068 1.588 0.858
H 0.719 2.539 -0.421
C -5.303 0.440 -1.997
C -4.415 -0.505 -2.814
C -3.393 0.356 -3.564
S -3.158 1.825 -2.573
O -3.643 2.974 -3.298
O -1.818 1.795 -2.014
C -4.346 1.406 -1.307
H -5.912 -0.098 -1.274
H -5.974 0.988 -2.662
H -3.895 -1.188 -2.136
H -4.997 -1.113 -3.506
H -2.441 -0.149 -3.680
H -3.767 0.666 -4.538
H -4.829 2.311 -0.943
H -3.810 0.913 -0.495
C 2.056 -0.577 -5.959
C 1.462 -0.320 -7.349
C 0.236 -1.231 -7.501
S -0.393 -1.498 -5.844
O -0.242 -2.893 -5.506
O -1.655 -0.811 -5.681
C 0.876 -0.569 -4.999
H 2.797 0.175 -5.688
H 2.544 -1.552 -5.941
H 1.154 0.726 -7.426
H 2.188 -0.506 -8.140
H -0.541 -0.771 -8.108
H 0.503 -2.202 -7.915
H 1.097 -1.037 -4.041
H 0.496 0.443 -4.844
C -9.598 -3.169 0.943
C -8.721 -4.120 0.122
C -7.700 -3.265 -0.633
S -7.451 -1.794 0.362
O -7.939 -0.651 -0.377
O -6.117 -1.817 0.926
C -8.638 -2.204 1.628
H -10.208 -3.707 1.668
H -10.269 -2.617 0.279
H -8.203 -4.806 0.793
H -9.312 -4.724 -0.567
H -6.749 -3.781 -0.755
H -8.079 -2.951 -1.606
H -9.123 -1.300 1.993
H -8.100 -2.694 2.440
C 5.733 6.170 -1.166
C 5.895 6.485 -2.658
C 7.006 5.578 -3.201
S 6.997 4.108 -2.175
O 8.236 4.048 -1.440
O 6.515 2.984 -2.946
C 5.704 4.649 -1.065
H 4.828 6.616 -0.754
H 6.587 6.565 -0.610
H 4.958 6.272 -3.178
H 6.131 7.536 -2.825
H 6.829 5.292 -4.235
H 7.986 6.043 -3.108
H 5.904 4.279 -0.061
H 4.760 4.247 -1.434
C -11.245 0.805 6.366
C -11.131 2.094 5.545
C -10.025 1.879 4.506
S -9.985 0.118 4.176
O -8.722 -0.411 4.633
O -10.479 -0.128 2.839
C -11.251 -0.333 5.352
H -12.144 0.795 6.982
H -10.381 0.710 7.029
H -12.079 2.288 5.039
H -10.915 2.956 6.175
H -10.230 2.411 3.579
H -9.049 2.168 4.893
H -11.018 -1.303 5.788
H -12.200 -0.380 4.816
C 6.904 -4.542 -5.237
C 7.622 -3.202 -5.430
C 6.575 -2.182 -5.891
S 5.010 -2.734 -5.215
O 4.142 -3.105 -6.306
O 4.583 -1.817 -4.178
C 5.635 -4.223 -4.453
H 7.527 -5.264 -4.711
H 6.644 -4.966 -6.210
H 8.056 -2.881 -4.479
H 8.436 -3.280 -6.150
H 6.792 -1.182 -5.520
H 6.482 -2.163 -6.976
H 4.883 -5.008 -4.509
H 5.863 -3.993 -3.411
C -1.243 5.691 2.456
C -0.395 4.756 1.587
C 0.592 5.626 0.802
S 0.879 7.086 1.804
O 0.358 8.233 1.104
O 2.229 7.054 2.315
C -0.257 6.651 3.113
H -1.821 5.142 3.198
H -1.942 6.246 1.826
H 0.157 4.063 2.229
H -1.011 4.159 0.913
H 1.540 5.118 0.636
H 0.172 5.950 -0.150
H -0.724 7.551 3.506
H 0.316 6.153 3.896
C -6.739 -9.731 1.353
C -5.955 -9.084 2.500
C -5.997 -7.567 2.286
S -7.516 -7.231 1.396
O -7.177 -6.729 0.085
O -8.438 -6.539 2.266
C -8.033 -8.932 1.233
H -6.937 -10.785 1.542
H -6.167 -9.656 0.425
H -6.428 -9.335 3.452
H -4.927 -9.446 2.541
H -6.008 -7.023 3.228
H -5.167 -7.224 1.670
H -8.541 -9.072 0.281
H -8.711 -9.153 2.057
C 7.723 4.540 7.213
C 7.900 4.878 5.728
C 8.985 3.949 5.173
S 8.930 2.461 6.172
O 10.164 2.353 6.908
O 8.422 1.366 5.376
C 7.650 3.019 7.287
H 6.829 5.004 7.630
H 8.586 4.900 7.779
H 6.959 4.702 5.200
H 8.166 5.924 5.581
H 8.805 3.687 4.133
H 9.978 4.384 5.278
H 7.834 2.624 8.284
H 6.696 2.651 6.907
```

Properties
Total charge: +1
Spin multiplicity: 1
ΔE to the lowest compared entry with this formula, charge and spin, eV: 0.0000

---

2.
The following is a DFT calculation (the ωB97M-V functional and the def2-TZVPD basis) of C52H83BF4N11O6Zr as an isolated structure.

The geometry in XYZ format:
```
158
C52H83BF4N11O6Zr | the OMol25 dataset | the ωB97M-V functional and the def2-TZVPD basis
Zr -21.558 5.278 14.256
C -17.490 6.064 13.440
C -18.335 5.714 14.726
O -19.783 5.787 14.610
H -17.841 6.915 12.891
H -17.567 5.277 12.673
H -16.475 6.231 13.763
H -18.041 6.392 15.578
H -18.049 4.714 14.999
C -24.157 8.361 14.967
C -22.860 7.829 15.689
O -22.502 6.616 14.974
H -24.559 9.228 15.525
H -24.990 7.685 14.916
H -23.845 8.606 13.956
H -22.958 7.589 16.754
H -21.950 8.410 15.577
B -20.340 2.926 12.694
F -20.609 4.224 12.302
F -20.590 3.013 14.117
F -21.237 2.034 12.195
F -19.017 2.652 12.480
C -14.868 2.445 8.714
C -15.274 3.607 9.288
C -14.743 3.993 10.528
C -13.893 3.138 11.240
C -13.536 1.938 10.700
C -14.040 1.581 9.471
N -13.279 3.616 12.473
O -12.442 2.890 12.967
O -13.837 4.582 13.017
H -15.139 2.161 7.713
H -15.976 4.234 8.730
H -14.943 4.907 11.034
H -12.870 1.276 11.253
H -13.672 0.694 8.936
C -18.305 -2.002 12.250
C -18.997 -0.797 12.257
C -20.202 -0.712 12.861
C -20.610 -1.791 13.592
C -19.944 -3.043 13.734
C -18.797 -3.171 12.960
N -21.808 -1.693 14.334
O -21.810 -2.262 15.431
O -22.740 -1.116 13.879
H -17.334 -2.064 11.775
H -18.628 0.162 11.828
H -20.777 0.169 12.852
H -20.464 -3.808 14.290
H -18.246 -4.076 12.809
C -18.827 -0.345 19.038
C -18.963 -1.150 17.794
C -19.225 -0.247 16.522
C -20.512 0.384 16.700
N -21.451 0.953 17.153
H -18.792 -1.016 19.888
H -19.748 0.263 19.168
H -17.910 0.231 18.963
H -19.813 -1.864 17.816
H -18.061 -1.716 17.542
H -19.197 -0.925 15.654
H -18.484 0.552 16.405
C -24.200 3.443 9.061
C -25.149 4.620 9.343
C -25.372 4.689 10.860
C -24.155 4.839 11.713
N -23.294 4.971 12.483
H -23.228 3.418 9.514
H -24.035 3.385 7.941
H -24.622 2.548 9.433
H -26.116 4.329 8.946
H -24.754 5.564 9.002
H -25.887 3.837 11.292
H -26.053 5.498 11.035
C -19.688 3.984 21.230
C -20.461 4.124 19.908
C -19.694 3.592 18.710
C -20.236 4.069 17.401
N -20.831 4.507 16.538
H -20.147 4.473 22.103
H -18.672 4.308 21.301
H -19.642 2.940 21.530
H -20.791 5.151 19.717
H -21.331 3.511 19.941
H -19.652 2.501 18.751
H -18.619 3.855 18.742
C -16.511 1.400 13.253
C -15.361 1.101 14.248
C -15.097 2.283 15.211
C -16.149 2.531 16.099
N -17.027 2.669 16.874
H -16.655 0.593 12.507
H -16.323 2.343 12.731
H -17.418 1.582 13.833
H -14.424 0.914 13.699
H -15.601 0.231 14.829
H -14.907 3.220 14.629
H -14.205 2.046 15.789
C -17.707 0.268 8.708
C -18.297 0.422 7.314
C -19.671 -0.264 7.164
C -20.698 0.307 7.983
N -21.506 0.890 8.574
H -16.648 0.473 8.818
H -17.835 -0.800 9.026
H -18.135 0.898 9.483
H -17.577 -0.024 6.643
H -18.401 1.489 6.980
H -19.573 -1.307 7.520
H -19.962 -0.147 6.102
C -24.849 -3.394 10.409
C -24.169 -2.328 11.264
C -23.099 -1.470 10.598
C -21.914 -2.152 10.114
N -20.959 -2.709 9.778
H -24.209 -4.209 10.093
H -25.142 -2.843 9.505
H -25.767 -3.691 10.958
H -23.801 -2.783 12.182
H -24.951 -1.642 11.594
H -22.741 -0.706 11.251
H -23.523 -0.909 9.734
C -24.162 8.662 10.972
C -23.006 9.593 10.672
C -21.708 8.782 10.433
C -21.485 7.779 11.463
N -21.382 6.915 12.214
H -25.050 9.178 11.268
H -23.906 8.076 11.884
H -24.384 7.956 10.165
H -22.954 10.308 11.502
H -23.113 10.167 9.782
H -20.818 9.396 10.265
H -21.663 8.309 9.454
C -18.965 4.541 9.757
C -19.137 4.528 8.217
C -20.554 4.172 7.720
C -21.523 5.174 8.033
N -22.211 6.119 8.195
H -17.972 4.819 10.081
H -19.159 3.555 10.217
H -19.649 5.223 10.218
H -18.473 3.761 7.803
H -18.862 5.525 7.806
H -20.903 3.216 8.106
H -20.499 4.241 6.623
C -24.766 1.086 13.646
C -24.996 0.849 15.209
C -25.009 2.163 15.996
C -23.911 3.034 15.568
N -23.111 3.688 15.097
H -23.778 1.548 13.454
H -25.479 1.790 13.191
H -24.897 0.185 13.073
H -24.151 0.335 15.691
H -25.888 0.291 15.407
H -24.908 1.995 17.059
H -25.980 2.718 15.864
```

Properties
Total charge: +1
Spin multiplicity: 1
E_tot, hartree: -3556.27535

---

3.
The following is a DFT calculation (the ωB97M-V functional and the def2-TZVPD basis) of a 12-piece molecular cluster, C6H36NO11 overall.

The geometry in XYZ format:
```
54
C6H36NO11 | the OMol25 dataset | the ωB97M-V functional and the def2-TZVPD basis
C 0.801 0.994 1.646
C -0.555 0.218 1.366
C -1.508 0.318 2.534
C -2.938 0.400 2.030
C -3.447 1.606 1.708
C -3.617 -0.876 1.687
N -0.076 -1.255 1.169
H 1.353 0.948 0.720
H 1.449 0.764 2.478
H 0.462 2.015 1.716
H -0.730 0.489 0.294
H -1.151 1.130 3.132
H -1.516 -0.459 3.335
H -2.845 2.444 1.977
H -4.443 1.859 1.379
H -3.819 -0.781 0.620
H -2.990 -1.746 1.568
H -4.532 -1.129 2.249
H -0.888 -1.805 0.827
H 0.029 -1.795 2.049
H 0.837 -1.195 0.674
H -0.857 1.541 -3.264
H -1.608 2.588 -3.717
O -1.531 2.128 -2.866
H 1.424 3.309 -2.249
H 2.696 4.180 -1.994
O 2.062 3.581 -1.585
H -3.718 0.232 -1.860
H -2.612 0.168 -2.952
O -3.280 -0.345 -2.492
H 3.723 -2.840 0.259
H 4.645 -1.679 -0.099
O 3.710 -1.943 -0.097
H 0.602 1.597 5.150
H -0.351 0.432 5.456
O 0.241 0.772 4.769
H 1.540 -0.899 -1.980
H 0.273 -0.137 -1.965
O 0.598 -1.000 -2.266
H 3.223 1.531 -1.737
H 3.227 0.960 -0.149
O 3.341 0.838 -1.087
H 1.005 0.655 -4.948
H 0.679 0.299 -3.434
O 0.913 1.030 -4.065
H -2.658 -2.116 -1.177
H -1.202 -2.063 -1.490
O -1.804 -2.329 -0.778
H 1.023 -1.658 4.189
H 1.582 -3.002 3.857
O 0.965 -2.342 3.509
H 3.337 -1.254 -1.789
H 3.087 -2.270 -3.000
O 3.264 -1.362 -2.749
```

Properties
Total charge: +1
Spin multiplicity: 1
ΔE to the lowest compared entry with this formula, charge and spin, eV: 3.4127

---

4.
The following is a DFT calculation (the ωB97M-V functional and the def2-TZVPD basis) of an isolated ion of composition C4H6N and charge +1.

The geometry in XYZ format:
```
11
C4H6N | the OMol25 dataset | the ωB97M-V functional and the def2-TZVPD basis
C -0.221 0.420 0.810
C 0.217 -0.255 -0.314
C -0.706 1.060 1.786
C 0.149 0.355 -1.521
N 0.613 -1.509 -0.381
H -0.086 1.576 2.517
H -1.767 1.154 1.998
H -0.094 1.400 -1.626
H 0.291 -0.190 -2.437
H 0.683 -2.114 0.421
H 0.922 -1.897 -1.254
```

Properties
Total charge: +1
Spin multiplicity: 1
ΔE to the lowest compared entry with this formula, charge and spin, eV: 1.9463

---

- Which value of total charge does entry 3 give?
  +1